15
Properties=species:S:1:pos:R:3 method="wB97M-V/def2-TZVPD" gap_ev=9.2 e_homo_ha=-0.301 largest_force_ev_per_a=0.4
C -1.95 -0.19 -0.42
C -0.82 0.73 0.06
C 0.29 -0.03 0.76
C 1.65 0.31 0.55
O 2.00 -1.12 -0.55
H -1.57 -0.92 -1.15
H -2.37 -0.76 0.42
H -2.77 0.37 -0.89
H -0.41 1.27 -0.81
H -1.24 1.50 0.72
H 0.86 -1.06 -0.09
H 0.04 -0.46 1.73
H 1.92 1.12 -0.13
H 2.40 0.07 1.29
H 1.97 -0.83 -1.48


18
Properties=species:S:1:pos:R:3 method="wB97M-V/def2-TZVPD" gap_ev=8.8 e_homo_ha=-0.320 largest_force_ev_per_a=2.9
C -1.38 1.29 0.60
C -1.26 0.02 -0.19
O -2.16 -0.90 0.17
O -0.90 0.02 -1.43
H -2.17 -1.60 -0.50
H -2.25 1.83 0.22
H -1.53 1.07 1.66
H -0.48 1.89 0.50
C 1.79 0.10 -1.23
C 0.57 -1.08 0.85
C 1.62 0.35 0.13
O 1.77 1.24 0.90
H 2.45 0.79 -1.74
H 0.26 0.13 -1.54
H 1.86 -0.93 -1.54
H 0.01 -0.91 1.76
H 0.23 -1.90 0.21
H 1.56 -1.41 1.17


29
Properties=species:S:1:pos:R:3 method="wB97M-V/def2-TZVPD" gap_ev=6.5 smiles=c1cc2ccc3cc4ccsc4c4ccc(c1)c2c34 e_homo_ha=-0.260 largest_force_ev_per_a=7.3
C 2.92 -0.53 2.93
C 2.93 -1.28 1.81
C 1.93 -1.24 0.79
C 1.89 -2.16 -0.33
C 0.85 -2.01 -1.35
C -0.02 -1.00 -1.25
C -1.04 -0.82 -2.20
C -1.87 0.32 -2.09
C -2.87 0.78 -3.24
C -3.49 1.87 -2.85
S -2.95 2.47 -1.22
C -1.85 1.11 -1.01
C -1.01 0.85 0.06
C -1.12 1.60 1.20
C -0.22 1.37 2.21
C 0.82 0.46 2.16
C 1.82 0.26 3.14
C 0.89 -0.32 0.97
C 0.00 -0.17 -0.05
H 3.75 -0.63 3.71
H 3.86 -1.78 1.50
H 2.65 -2.88 -0.29
H 0.65 -2.81 -2.07
H -0.85 -1.30 -3.16
H -3.11 0.32 -4.24
H -4.29 2.36 -3.44
H -1.75 2.47 1.08
H -0.30 1.96 3.15
H 1.78 0.71 4.09